{"formula": "C6H13NO2S", "method": "ωB97M-V/def2-TZVPD", "total_charge": 0, "relative_energy_kj_mol": 435.81, "multiplicity": 1, "e_tot_ha": -839.67703, "homo_energy_ha": -0.28920, "orbital_gap_ev": 8.46, "elements": ["C", "C", "C", "C", "C", "C", "N", "O", "O", "S", "H", "H", "H", "H", "H", "H", "H", "H", "H", "H", "H", "H", "H"], "positions_angstrom": [[-0.785, 1.758, -2.562], [-0.035, 0.745, -2.265], [-0.158, -1.910, -0.025], [2.178, -1.291, 0.196], [-1.008, 0.682, 2.474], [0.476, 0.412, 0.035], [0.799, -0.889, 0.339], [-2.198, 0.318, 0.151], [-1.050, 2.466, 0.512], [-1.065, 1.037, 0.678], [-1.061, 1.985, -3.589], [-1.187, 2.419, -1.814], [0.448, -0.017, -2.836], [-1.159, -1.491, 0.004], [0.031, -2.287, -1.036], [-0.085, -2.743, 0.676], [2.831, -0.506, 0.574], [2.339, -2.196, 0.782], [2.447, -1.501, -0.845], [-0.992, -0.392, 2.605], [-0.120, 1.145, 2.882], [-1.899, 1.108, 2.915], [1.252, 1.149, 0.151]], "nbo_charge": [-0.470, -0.176, -0.433, -0.400, -0.857, -0.256, -0.450, -0.951, -0.954, 2.142, 0.202, 0.234, 0.181, 0.252, 0.186, 0.198, 0.206, 0.207, 0.183, 0.236, 0.233, 0.253, 0.235]}